(1)
A molecular structure, C14H11I2NS6Ti. Source: OMol25; level of theory: ωB97M-V/def2-TZVPD.

Calculated values
ΔE to the lowest compared entry with this formula, charge and spin = 95.2 kJ/mol
Kohn-Sham gap = 6.42 eV

```
! wB97M-V def2-TZVPD RIJCOSX def2/J DEFGRID3
* xyz 0 1
C -3.20409 -1.60708 -0.55730
Ti -1.46987 -0.25947 -0.42719
C 1.32724 -1.01425 -0.10916
H -1.98695 4.58212 -2.33469
N -0.64111 -2.10967 0.54615
C 1.46577 0.87859 -1.39270
H -1.18722 -5.00107 2.17339
C 0.16850 2.42407 0.97257
H -3.62650 -1.51877 -1.54793
C 0.34661 3.63052 0.40346
I -4.16682 -0.08711 0.54008
S -1.35071 1.55060 1.11205
H 1.13097 1.73789 -1.95448
I -1.80939 -0.28821 -3.04958
C -0.61387 -4.20545 1.72096
C 0.59738 -0.02726 -0.71592
C -1.35324 3.87901 -1.79619
H -0.48461 3.64961 -2.40789
C 2.78443 0.56876 -1.25819
C 0.70862 -2.12764 0.55806
C 2.71729 2.94463 1.30342
H -2.33610 -3.12658 1.11525
S 1.57180 1.72267 1.73251
H -1.92195 2.97813 -1.58708
C 1.43930 -3.17309 1.12615
C 0.77505 -4.21983 1.71369
H 2.51953 -3.13857 1.10018
C -1.26868 -3.15000 1.13261
S 4.31263 2.86537 1.66755
H 3.63356 1.10673 -1.65027
S 3.02928 -0.83808 -0.32407
S 1.97940 4.25315 0.44555
S -0.87613 4.70825 -0.26488
H -3.53396 -2.55175 -0.15037
H 1.32382 -5.03621 2.16429
*
```

(2)
A molecular structure, C14H11IO4Pd. Source: OMol25; level of theory: ωB97M-V/def2-TZVPD.

Calculated values
Kohn-Sham gap = 3.98 eV

```
! wB97M-V def2-TZVPD RIJCOSX def2/J DEFGRID3
* xyz 2 1
C -1.28197 0.45229 -1.87019
H 1.81405 4.29197 -0.55870
C 1.64774 3.15602 -0.59797
H -2.59271 -0.03627 2.20517
H -0.47904 3.35081 -1.72715
C 0.06926 1.11673 -1.26767
O -3.45420 -1.33549 0.66956
H -1.19365 -2.76330 0.09025
O 2.21282 -0.72494 2.83210
C 2.82950 -1.28654 1.86738
H -4.40440 0.19560 1.82364
C -1.79552 -0.86451 -1.06286
C -0.85741 -1.83913 -0.49903
C -3.35580 -1.17038 -0.78462
C 0.30140 2.64202 -1.26613
O 1.59126 -2.41445 -0.95355
C 2.44767 0.57540 0.00394
C 1.11024 0.06089 -0.66422
I 2.87159 -3.48193 1.95905
C 0.73687 -1.52892 -0.72149
C 2.67246 2.13214 0.02461
H 3.96970 -1.17093 -0.06433
H 4.29936 0.26121 1.17257
C 3.52002 -0.42958 0.67679
O -1.86702 0.87798 -2.88919
H -3.72755 -2.14602 -1.24484
H -3.10002 0.82548 0.66028
H 3.61472 2.52832 0.53082
C -3.37868 -0.05254 1.34954
H -3.96938 -0.24525 -1.04993
Pd -0.25134 -0.97669 1.35615
*
```

(3)
2 unconnected molecules or ions with the total composition C14H11N2O5. Source: OMol25; level of theory: ωB97M-V/def2-TZVPD.

Calculated values
ΔE to the lowest compared entry with this formula, charge and spin = 36.1 kJ/mol
Kohn-Sham gap = 5.65 eV

```
! wB97M-V def2-TZVPD RIJCOSX def2/J DEFGRID3
* xyz -1 1
C 3.13212 1.01597 -2.87552
C -2.10406 1.18782 0.41633
H -0.66579 -0.39746 -3.24756
O -2.68954 -3.53831 0.30665
O -0.67521 -0.07276 5.05595
H -2.62727 -1.25391 -0.74013
C -0.08537 -0.92869 -2.44796
H 5.11283 0.43077 -2.21691
C 4.06595 0.13599 -2.30439
N -2.27798 -2.50543 0.89472
O -0.62012 -1.70048 -1.65914
C -2.23185 -1.29212 0.27102
H 4.38045 -1.83155 -1.45071
H -1.95857 3.34579 0.68157
N -0.82180 1.00585 4.43773
C 1.79518 0.63956 -2.97806
H -1.43593 -1.13478 2.82693
H 1.06397 1.27898 -3.47696
C 3.65213 -1.12901 -1.85830
C -1.50852 -0.15768 2.36517
C -1.91563 -0.10877 1.00406
C -1.85054 2.35775 1.14529
H -1.19783 3.16548 3.05829
C -1.26767 1.02445 3.08238
H 3.45594 1.99354 -3.24164
O -1.85591 -2.60472 2.09770
C 1.36495 -0.59774 -2.46433
C 2.30629 -1.49138 -1.92402
H -2.49028 1.22474 -0.60476
C -1.42915 2.28178 2.47562
O -0.58868 2.12810 4.95661
H 1.96790 -2.47176 -1.58564
*
```

(4)
A molecular structure, C14H11N5OS2. Source: OMol25; level of theory: ωB97M-V/def2-TZVPD.

Calculated values
ΔE to the lowest compared entry with this formula, charge and spin = 1017.2 kJ/mol
Kohn-Sham gap = 7.91 eV

```
! wB97M-V def2-TZVPD RIJCOSX def2/J DEFGRID3
* xyz 0 1
H -3.97593 -2.35987 0.79571
C 2.13367 -2.58023 -1.67148
H -1.96555 3.19919 -0.35326
C -2.56386 0.53317 0.33440
C -4.67989 0.75650 0.13907
C 2.56380 -1.63342 0.22288
C 3.58124 0.48912 1.20796
N 1.10736 0.66355 0.06418
N 2.87878 -1.74461 -1.14196
C -3.83051 -1.26116 0.57859
H 3.54858 0.17850 -1.05851
S 2.90552 2.61839 -0.54752
N -0.16055 0.28981 0.22486
C 0.14778 2.99759 -0.53282
H 0.64920 -4.04483 -1.48965
H 4.86019 1.39913 -0.13336
N -3.56868 1.43743 -0.23536
H 2.62580 -0.88077 2.20921
H 0.26652 4.13498 -0.51125
C -1.09777 2.53539 -0.18541
H 2.43027 -2.60043 -2.78542
S 1.28808 -2.81142 0.50757
O 3.60584 1.11518 2.32565
C -1.08527 1.22259 -0.06784
N 3.13240 -0.71330 1.23102
C 1.19275 2.07228 -0.14776
H -5.56260 1.45561 0.03419
C -2.68593 -0.91192 0.57538
H -6.00879 -1.01598 0.43104
C 1.23176 -3.40094 -0.86951
H -1.67467 -1.50060 0.64877
C -4.96539 -0.78886 0.44872
C 3.67585 1.14995 -0.24809
*
```

(5)
A molecular structure, C14H11P. Source: OMol25; level of theory: ωB97M-V/def2-TZVPD.

Calculated values
ΔE to the lowest compared entry with this formula, charge and spin = 0.0 kJ/mol
Kohn-Sham gap (alpha / beta) = 5.75 / 5.75 eV

```
! wB97M-V def2-TZVPD RIJCOSX def2/J DEFGRID3
* xyz 0 1
H 0.23687 -4.48546 -0.24224
C -0.24968 -1.23531 -2.35764
H 0.56509 0.70388 4.02023
C -0.17626 3.11135 1.06140
C -0.01605 1.79446 0.79117
C 0.16726 -3.53431 -0.81851
C 0.13788 -3.60154 -2.14584
C -0.08334 1.23868 -0.50974
H 0.16172 -4.59678 -2.56355
C -0.10513 3.61280 2.37831
H 0.52617 -0.23138 1.75867
C -0.07109 -1.18839 -0.99831
H 0.12428 -2.34108 0.89056
H -0.36381 4.70018 2.42681
C -0.46545 -0.03363 -3.06061
P -0.61032 1.43701 -2.13374
H 0.01071 -2.77222 -4.05228
C 0.17722 2.79207 3.42035
C -0.01975 -2.51985 -2.92860
C 0.10079 -2.23923 -0.18103
H 0.21239 3.04999 4.45676
H -0.63779 0.02147 -4.08799
H 0.00718 0.01921 -0.38790
C 0.36725 0.89924 1.90032
C 0.41098 1.43614 3.15696
H -0.40712 3.96273 0.20645
*
```

(6)
A molecular structure, C14H12AlF5IO. Source: OMol25; level of theory: ωB97M-V/def2-TZVPD.

Calculated values
ΔE to the lowest compared entry with this formula, charge and spin = 11.5 kJ/mol
Kohn-Sham gap = 8.57 eV

```
! wB97M-V def2-TZVPD RIJCOSX def2/J DEFGRID3
* xyz 1 1
H -0.72855 -4.59777 -0.84130
H -2.05157 -4.24994 -1.96882
C -0.25977 3.80474 -0.33675
Al 0.21360 -0.89561 -0.26587
H -1.48119 -1.86680 -1.82669
H -0.33070 4.88513 -0.34774
C -0.08280 3.15282 0.90944
C -2.02470 -2.98882 -0.22145
C 0.00154 3.90135 2.11020
H -0.25103 1.16300 -2.41129
O -1.27283 -1.88559 -0.88199
H -2.39391 -5.06023 -0.44748
C 0.00579 1.73862 0.93550
C -0.05405 0.99587 -0.28384
C -0.22156 1.68821 -1.46183
C 2.68999 -1.29495 -1.78475
C -1.77127 -4.29697 -0.91516
C 0.16003 3.28880 3.31550
C 1.74560 -2.05950 -0.85282
H -1.66865 -2.97301 0.80575
F 3.62681 -2.04259 -2.33538
H -0.06129 4.98036 2.05005
H 0.34555 1.39197 4.34281
F 2.46591 -2.64234 0.13721
I 0.25978 -0.93214 2.40781
C 0.15186 1.16678 2.22830
H 0.22970 3.86588 4.22673
H -3.06787 -2.68181 -0.23581
H -0.47461 3.60029 -2.44194
F 1.21448 -3.08328 -1.62314
F 3.26125 -0.29209 -1.11169
C -0.33730 3.09429 -1.49631
F 1.93106 -0.75346 -2.76177
C 0.23074 1.87881 3.38450
*
```

(7)
A molecular structure, C14H12AuO6PS2. Source: OMol25; level of theory: ωB97M-V/def2-TZVPD.

Calculated values
ΔE to the lowest compared entry with this formula, charge and spin = 21.5 kJ/mol
Kohn-Sham gap = 5.83 eV

```
! wB97M-V def2-TZVPD RIJCOSX def2/J DEFGRID3
* xyz -2 1
C 1.43228 2.03648 4.16531
H 5.83983 0.07662 0.34772
Au -0.19556 -0.19336 -0.65167
H 5.99869 -1.71231 -1.35802
C 4.98476 -0.55348 0.13571
O -0.91665 3.47919 -2.01558
C 5.07484 -1.55371 -0.81545
C 0.78719 0.36416 2.54493
C 3.79057 -0.33853 0.81634
H 1.87947 -2.67932 -0.70197
O -1.65047 -2.30549 0.51384
C 2.66842 -1.10906 0.53773
H 4.00314 -3.09548 -1.86266
O 1.21268 3.66458 -3.19597
H -1.32637 0.13804 2.24467
H 1.09732 -3.25033 1.66505
C 1.77286 1.05843 3.23497
H 0.26901 -2.42061 2.95577
C 0.35709 -2.47268 1.86766
S -0.89471 0.26137 -2.78474
O -1.36056 -4.04578 1.92827
H 3.73555 0.45880 1.54081
O 1.04990 2.31450 -1.16482
C -0.89007 1.60872 3.75230
H 2.81559 0.84673 3.05060
C 0.10256 2.31126 4.42814
H -0.16579 3.07860 5.14410
C -0.55721 0.65388 2.81037
C 3.95676 -2.33221 -1.09519
C 2.76278 -2.11071 -0.43613
O 0.04116 1.59370 -3.31093
H 2.21420 2.58160 4.68040
P 1.01527 -0.88681 1.24969
C -1.05072 -2.98437 1.35205
H -1.93430 1.82922 3.93694
S 0.36269 2.86984 -2.32631
*
```

no.,E_tot (hartree),F_max (eV Å⁻¹)
1,-4428.854283,1.0
2,-1265.556609,5.3
3,-1025.637958,2.7
4,-1685.067335,17.6
5,-881.206246,4.2
6,-1655.218159,0.5
7,-2265.643474,2.5